A molecular structure, C44H39ClF3N3O5OsTe at a distorted geometry, computed with ωB97M-V with the def2-TZVPD basis set.

**<S²>**: 0.760
**2S+1**: 2
**HOMO level (spin up / spin down)**: -5.184 / -5.182 eV
**LUMO level (spin up / spin down)**: 1.03 / 1.17 eV
**Relative energy (zero: lowest compared OMol25 entry of this formula, charge and spin)**: 82.62 kcal/mol
**Charge**: -1

CARTESIAN COORDINATES (ANGSTROEM)
Os: 0.0389 -0.1317 0.2198
O: 6.8925 -0.3237 2.8391
C: 5.9658 0.0542 3.5385
O: 5.8748 0.4393 4.6979
C: 4.5588 0.0412 2.7905
C: 3.3898 0.0504 3.5410
C: 2.1790 0.0304 2.8757
N: 2.1014 0.0377 1.5497
C: 3.2194 0.0485 0.8291
C: 4.4818 0.0315 1.4110
C: 3.0427 0.0948 -0.7015
O: 4.0295 0.0520 -1.4141
O: 1.8361 0.1784 -1.0862
H: 3.4386 0.0803 4.6182
H: 1.2313 0.0294 3.4075
H: 5.3624 0.0104 0.7880
C: -2.4230 4.1939 9.2849
C: -2.2037 3.6967 7.8862
C: -0.9952 3.8659 7.2319
C: -0.7956 3.3954 5.9414
C: 0.5478 3.5914 5.3090
C: -1.8308 2.7447 5.2618
Te: -1.4952 1.9091 3.2520
N: -1.5945 0.9208 0.7439
C: -2.6598 1.0513 0.0595
O: -2.6416 1.3799 -1.3085
C: -4.0138 0.8385 0.5450
C: -5.1122 1.3141 -0.1819
C: -6.3934 1.0669 0.2638
C: -6.6116 0.3628 1.4397
C: -5.5269 -0.0737 2.1882
C: -4.2404 0.1511 1.7448
C: -1.1162 3.8264 2.3843
C: 0.1257 4.0967 1.8093
C: 1.1784 3.0436 1.7043
C: 0.3751 5.3610 1.2886
C: -0.5920 6.3530 1.2900
C: -0.3179 7.7127 0.7154
C: -1.8407 6.0417 1.8082
C: -2.1199 4.7947 2.3517
C: -3.4985 4.5103 2.8622
C: -3.0519 2.5641 5.9163
C: -4.2248 1.8532 5.3033
C: -3.2200 3.0444 7.2093
H: -1.4995 4.5777 9.7113
H: -2.7937 3.3900 9.9199
H: -3.1665 4.9912 9.2877
H: -0.1829 4.3674 7.7414
H: 1.2500 4.0282 6.0152
H: 0.4651 4.2538 4.4491
H: 0.9474 2.6347 4.9712
H: -4.9385 1.8649 -1.0961
H: -7.2334 1.4237 -0.3144
H: -7.6207 0.1541 1.7676
H: -5.6936 -0.6103 3.1107
H: -3.3886 -0.2249 2.2934
H: 1.4450 2.6585 2.6872
H: 2.0755 3.4246 1.2240
H: 0.7953 2.2058 1.1019
H: 1.3493 5.5683 0.8662
H: 0.7354 7.8220 0.4673
H: -0.5952 8.4879 1.4287
H: -0.9035 7.8649 -0.1920
H: -2.6193 6.7920 1.7835
H: -4.1788 5.3107 2.5809
H: -3.4906 4.4229 3.9479
H: -3.8646 3.5695 2.4468
H: -4.1024 1.7294 4.2297
H: -5.1410 2.4094 5.4960
H: -4.3339 0.8636 5.7466
H: -4.1717 2.8975 7.7030
F: -1.2738 -2.7596 0.9303
C: -0.1135 -2.0661 1.2215
F: 0.8843 -2.8385 0.6469
H: 0.0275 -2.1793 2.3128
F: 1.1933 4.5713 -3.5305
C: 0.2784 3.7551 -2.9552
C: -0.2465 4.1053 -1.7275
C: -1.1984 3.2863 -1.1532
C: -1.6147 2.1284 -1.8054
C: -1.0631 1.7860 -3.0385
C: -0.1190 2.6103 -3.6223
H: 0.0847 5.0001 -1.2291
H: -1.6396 3.5505 -0.2048
H: -1.3883 0.8787 -3.5242
H: 0.3141 2.3797 -4.5819
Cl: -4.2875 -3.1354 -2.4266
C: -2.6063 -2.7577 -2.3928
C: -1.6929 -3.5614 -3.0604
C: -0.3565 -3.1812 -3.0030
C: -0.0041 -2.0296 -2.3263
N: -0.8957 -1.2509 -1.6982
C: -2.1805 -1.6213 -1.7327
H: -2.0110 -4.4345 -3.6069
H: 0.3980 -3.7708 -3.5014
H: 1.0252 -1.6973 -2.2811
H: -2.8972 -0.9952 -1.2244

A molecular structure, C44H39IrN10O2P2Se2 at a distorted geometry, computed with ωB97M-V with the def2-TZVPD basis set.

**HOMO level**: -11.782 eV
**LUMO level**: -7.43 eV
**Charge**: +2

CARTESIAN COORDINATES (ANGSTROEM)
Ir: -0.2380 -0.2899 1.9236
O: -3.8988 -4.7217 6.8194
N: -3.8252 -4.5812 5.6226
O: -4.4018 -5.2697 4.8095
C: -2.9583 -3.4868 5.1234
C: -2.3818 -2.7214 6.0700
C: -1.5190 -1.6427 5.7307
C: -0.9110 -0.7963 6.6781
C: -0.0506 0.1799 6.2485
C: 0.2038 0.3211 4.8828
N: -0.4000 -0.4254 3.9684
C: -1.2569 -1.3959 4.3854
C: -1.8999 -2.1727 3.3782
N: -1.6366 -1.8228 2.0866
C: -2.2175 -2.4783 1.0962
C: -3.0715 -3.5504 1.3456
C: -3.3175 -3.9520 2.6325
C: -2.7517 -3.2388 3.7149
H: -2.5940 -2.9467 7.1063
H: -1.1334 -0.9323 7.7294
H: 0.4459 0.8447 6.9412
H: 0.9266 1.0453 4.5323
H: -2.0070 -2.1325 0.0934
H: -3.5243 -4.0702 0.5133
H: -3.9422 -4.8065 2.8300
Se: 3.2056 0.6991 -3.9296
P: 1.1198 0.2786 -3.8640
C: 0.7287 -1.1844 -4.8446
C: 0.0005 -2.2616 -4.3471
C: -0.2141 -3.3702 -5.1556
C: 0.2902 -3.4012 -6.4462
C: 1.0045 -2.3188 -6.9454
C: 1.2359 -1.2133 -6.1446
C: 0.2462 1.7255 -4.4987
C: -0.4900 1.6765 -5.6756
C: -1.0084 2.8530 -6.2025
C: -0.7928 4.0601 -5.5588
C: -0.0683 4.1027 -4.3720
C: 0.4611 2.9387 -3.8449
C: 0.4711 0.0038 -2.1962
C: 0.9792 -0.0970 -0.9060
N: -0.1120 -0.2776 -0.1066
N: -1.2048 -0.2880 -0.8562
N: -0.8769 -0.1176 -2.1009
P: 2.5717 -0.2375 -0.0946
Se: 2.1429 0.1401 2.0384
C: 3.1784 -1.8970 -0.3838
C: 3.5322 -2.7279 0.6793
C: 3.9892 -4.0092 0.4140
C: 4.0936 -4.4524 -0.8974
C: 3.7318 -3.6240 -1.9533
C: 3.2660 -2.3444 -1.7036
C: 3.6978 1.0370 -0.6162
C: 4.9988 0.7567 -1.0106
C: 5.8492 1.8105 -1.3031
C: 5.4079 3.1203 -1.1836
C: 4.1042 3.3951 -0.7840
C: 3.2446 2.3520 -0.4964
H: -0.4102 -2.2311 -3.3477
H: -0.7814 -4.2099 -4.7752
H: 0.1283 -4.2721 -7.0677
H: 1.3853 -2.3373 -7.9579
H: 1.8112 -0.3744 -6.5163
H: -0.6540 0.7326 -6.1783
H: -1.5704 2.8244 -7.1267
H: -1.1802 4.9759 -5.9853
H: 0.1010 5.0484 -3.8735
H: 1.0619 2.9627 -2.9422
H: 3.4584 -2.3778 1.7008
H: 4.2697 -4.6583 1.2326
H: 4.4659 -5.4481 -1.0997
H: 3.8184 -3.9691 -2.9749
H: 2.9853 -1.6929 -2.5246
H: 5.3407 -0.2672 -1.0934
H: 6.8633 1.6072 -1.6195
H: 6.0845 3.9372 -1.3970
H: 3.7651 4.4178 -0.6875
H: 2.2272 2.5448 -0.1703
C: -2.9076 1.1725 2.3594
N: -1.5142 1.5590 1.9398
C: -1.0226 2.5976 2.9040
N: -1.9023 3.7357 2.9303
C: -3.2470 3.3070 3.3392
N: -3.7728 2.3191 2.3928
C: -3.8378 2.9311 1.0599
N: -2.5002 3.3570 0.6313
C: -1.6246 2.2144 0.5840
C: -1.9847 4.3351 1.5924
H: -2.8636 0.7243 3.3551
H: -3.2904 0.4401 1.6474
H: -0.0208 2.9088 2.6013
H: -0.9779 2.1621 3.9004
H: -3.9079 4.1712 3.3613
H: -3.2037 2.8720 4.3396
H: -4.4951 3.7979 1.0971
H: -4.2397 2.2129 0.3446
H: -0.6274 2.5313 0.2708
H: -2.0093 1.4900 -0.1237
H: -2.6504 5.1957 1.6248
H: -0.9935 4.6679 1.2803